Entry 1:
The following is a quantum chemistry calculation of C13H21AgBN2 as an isolated structure, from the OMol25 dataset.

molecular weight = 324.00 g/mol
total charge = -1
highest occupied orbital energy = -3.8 eV
total energy = -21479.1372 eV
orbital gap = 6.808 eV
ΔE to the lowest compared entry with this formula, charge and spin = 1.8 kcal/mol
LUMO level = 2.98 eV

```
38
Properties=species:S:1:pos:R:3:mulliken_charge:R:1
Ag 0.7242 -0.0288 -2.0449 0.017
C -4.2572 0.0321 -1.3759 -1.511
C -3.2725 0.0266 -0.2313 0.182
C -3.7233 0.0434 1.0922 -0.817
C -2.7825 0.0375 2.1110 0.255
C -3.2328 0.0555 3.5535 -1.503
C -1.4155 0.0157 1.8394 -0.376
C -0.9018 -0.0019 0.5101 1.027
C -1.9226 0.0048 -0.4955 -0.572
N 0.3827 -0.0238 0.0628 -0.325
C 1.6443 -0.0408 0.8209 2.077
C 2.4254 -1.3000 0.4297 -1.606
C 1.5700 -0.0348 2.3571 -2.187
C 2.4661 1.1894 0.4212 -1.589
H -5.2842 0.0493 -1.0084 0.357
H -4.1400 -0.8532 -2.0048 0.315
H -4.1151 0.9044 -2.0177 0.315
H -4.7852 0.0606 1.3157 0.166
H -4.3217 0.0726 3.6251 0.357
H -2.8472 0.9336 4.0780 0.310
H -2.8738 -0.8255 4.0917 0.309
H -0.7626 0.0138 2.6920 0.428
H -1.5972 -0.0087 -1.5312 0.391
H 1.8630 -2.1913 0.7207 0.357
H 3.4034 -1.3192 0.9232 0.407
H 2.6005 -1.3485 -0.6470 0.351
H 1.0567 -0.9137 2.7486 0.410
H 1.0897 0.8648 2.7433 0.409
H 2.5927 -0.0524 2.7425 0.549
H 2.6464 1.2233 -0.6551 0.345
H 3.4430 1.1816 0.9172 0.404
H 1.9316 2.1005 0.7033 0.358
B 4.2292 0.0325 -4.9600 -0.061
C 2.7742 -0.0007 -4.3228 0.259
N 1.6986 -0.0263 -3.9019 -0.434
H 4.6074 -1.1194 -5.0741 -0.120
H 4.1493 0.5886 -6.0399 -0.127
H 4.9369 0.6585 -4.1890 -0.126
```



Entry 2:
The following is a quantum chemistry calculation of a 4-piece molecular cluster, H8O3S2 overall, from the OMol25 dataset.

molecular weight = 120.19 g/mol
highest occupied orbital energy = -9.6 eV
total energy = -27941.9293 eV
orbital gap = 9.308 eV
ΔE to the lowest compared entry with this formula, charge and spin = 24.5 kcal/mol
LUMO level = -0.32 eV
structure (SMILES) = SS.O.O.O

```
13
Properties=species:S:1:pos:R:3:mulliken_charge:R:1
S 0.2646 -0.5097 3.5463 -0.172
S -1.6801 -0.8031 4.6216 -0.196
H 0.1752 0.8211 3.6305 0.184
H -1.1754 -1.1856 5.8664 0.185
H -1.0510 -0.6292 -4.8224 0.313
H -0.6353 -0.4773 -3.2935 0.317
O -0.7234 -1.0812 -4.0471 -0.630
H 0.1471 -5.0647 -3.2463 0.303
H -0.6515 -5.5507 -4.3626 0.314
O -0.4023 -4.7086 -3.9275 -0.617
H 1.1737 6.5791 1.9373 0.315
H 2.5604 6.3993 2.4415 0.324
O 1.9979 6.2105 1.6559 -0.639
```



Entry 3:
The following is a quantum chemistry calculation of one molecule with the formula C4H11N3, from the OMol25 dataset.

molecular weight = 101.15 g/mol
highest occupied orbital energy = -9.0 eV
total energy = -8796.0929 eV
orbital gap = 10.034 eV
ΔE to the lowest compared entry with this formula, charge and spin = 35.2 kcal/mol
LUMO level = 0.99 eV
structure (SMILES) = [H]/N=C\NCCCN

```
18
Properties=species:S:1:pos:R:3:mulliken_charge:R:1
C 1.3848 1.1088 -0.9888 -0.630
C 0.6887 0.9711 0.3567 -0.615
C 0.0072 -0.3874 0.5389 -0.528
N -3.4050 -1.5629 0.8141 -0.690
C -2.2220 -1.4224 0.4197 0.206
N -1.4497 -0.2633 0.4574 -0.296
N 2.6586 0.3736 -1.0134 -0.644
H 0.6811 0.7930 -1.7700 0.329
H 1.5913 2.1509 -1.2258 0.383
H -0.0282 1.7836 0.4371 0.364
H 1.3954 1.1543 1.1695 0.307
H 0.2992 -1.0497 -0.2691 0.328
H 0.2851 -0.8294 1.4979 0.260
H -3.8328 -0.7941 1.3226 0.201
H -1.6026 -2.2326 0.0330 0.310
H -1.8564 0.5557 0.8908 0.219
H 2.5176 -0.5758 -0.6784 0.259
H 2.8877 0.2268 -1.9923 0.236
```



Entry 4:
The following is a quantum chemistry calculation of one molecule with the formula C2H3N3O2, from the OMol25 dataset.

molecular weight = 101.06 g/mol
highest occupied orbital energy = -10.7 eV
total energy = -10683.2523 eV
orbital gap = 11.217 eV
ΔE to the lowest compared entry with this formula, charge and spin = 120.0 kcal/mol
LUMO level = 0.53 eV
structure (SMILES) = COc1nnno1

```
10
Properties=species:S:1:pos:R:3:mulliken_charge:R:1
C -0.0045 -0.9422 1.3870 -0.686
C -0.0431 0.6392 -0.2897 0.774
H 0.6189 -1.8712 1.1494 0.309
H -0.0339 -0.9510 2.5672 0.243
H -0.8773 -1.3030 0.9480 0.345
N 0.4448 1.7562 -0.6938 -0.353
N 0.5445 1.6376 -2.0911 -0.075
N 0.0049 0.6855 -2.5562 0.019
O 0.0639 0.3840 0.9472 -0.286
O -0.7183 -0.0351 -1.3681 -0.289
```



Entry 5:
The following is a quantum chemistry calculation of C31H36N8O4STi as an isolated structure, from the OMol25 dataset.

molecular weight = 664.62 g/mol
total charge = +2
highest occupied orbital energy = -13.0 eV
total energy = -86778.9089 eV
orbital gap = 6.708 eV
ΔE to the lowest compared entry with this formula, charge and spin = 43.1 kcal/mol
LUMO level = -6.25 eV

```
81
Properties=species:S:1:pos:R:3:mulliken_charge:R:1
Ti -0.3950 -0.6454 0.2363 -1.159
C 0.3977 2.7707 -3.7056 -1.322
C -0.2715 2.9043 -2.3460 0.225
N -1.5958 2.2798 -2.2925 0.148
C -1.7851 0.9365 -2.2809 -0.536
S -3.2102 0.2145 -2.7133 -0.279
N -0.6702 0.2566 -1.8090 -0.154
N -0.8026 -1.0573 -1.6310 1.332
C -0.7394 -2.1130 -2.3397 0.504
C -0.7621 -2.1233 -3.8189 -2.047
C -0.5917 -3.2907 -1.4551 0.922
C -0.4881 -4.5777 -1.9358 -0.925
C -0.2602 -5.6138 -1.0364 -0.566
C -0.1328 -5.3071 0.3027 -1.087
C -0.2571 -3.9838 0.7062 -0.169
N -0.4990 -2.9831 -0.1365 0.342
H 1.3629 3.2786 -3.7058 0.411
H -0.2153 3.2150 -4.4899 0.397
H 0.5649 1.7209 -3.9497 0.199
H -0.4072 3.9567 -2.0912 0.510
H 0.3454 2.4508 -1.5707 -0.435
H -2.3419 2.7682 -2.7674 0.322
H -1.7788 -2.3183 -4.1692 0.378
H -0.0993 -2.8894 -4.2176 0.553
H -0.4672 -1.1434 -4.1920 0.248
H -0.5748 -4.7652 -2.9964 0.486
H -0.1732 -6.6339 -1.3846 0.469
H 0.0589 -6.0718 1.0415 0.495
H -0.1509 -3.7332 1.7514 0.475
O 1.5926 -1.2756 -0.0001 -0.730
C 1.9188 -0.0849 -0.2923 2.239
O 1.1347 0.8260 0.1553 -0.675
C 3.0887 0.2248 -1.1214 -0.027
C 3.4012 1.5425 -1.4530 -0.606
C 4.4974 1.8105 -2.2548 -1.046
C 5.2806 0.7673 -2.7326 -0.445
C 4.9438 -0.5301 -2.3921 -0.451
C 3.8644 -0.8296 -1.5912 -0.343
N 5.7647 -1.6489 -2.9123 1.062
O 5.4016 -2.7722 -2.6317 -0.599
O 6.7337 -1.3609 -3.5742 -0.593
H 2.7833 2.3471 -1.0776 0.482
H 4.7491 2.8294 -2.5136 0.475
H 6.1415 0.9442 -3.3616 0.544
H 3.6326 -1.8549 -1.3435 0.823
N 1.8536 -0.0334 2.8058 -0.184
C 0.9196 -0.9171 3.2302 0.301
C 1.0896 -1.5051 4.5027 -0.977
C 0.1125 -2.3019 5.0222 -0.547
C -1.0522 -2.5156 4.2728 -0.840
C -1.1286 -1.9512 3.0343 -0.681
N -0.1594 -1.1818 2.4627 1.114
H 2.7370 -0.0094 3.2847 0.284
H 1.8111 0.3551 1.8788 -0.055
H 1.9942 -1.2926 5.0565 0.465
H 0.2328 -2.7494 5.9997 0.456
H -1.8704 -3.1130 4.6461 0.518
H -2.0114 -2.1248 2.4393 0.455
C -0.3834 2.6780 3.0053 -0.799
N -1.1813 3.6619 2.2187 0.038
C -2.3571 4.1535 2.9948 -0.792
C -1.5523 3.1228 0.8436 -1.033
C -2.4101 1.8945 0.9016 1.268
C -3.7899 2.0097 0.9611 -0.642
C -4.6185 0.8850 0.9577 -0.997
C -4.0667 -0.3715 0.8438 -1.505
C -2.6767 -0.4688 0.7510 -0.725
C -1.8328 0.6227 0.8018 1.048
H -0.0646 3.1480 3.9321 0.439
H 0.4748 2.3772 2.4124 0.159
H -1.0113 1.8154 3.2125 0.432
H -0.5787 4.4667 2.0453 0.364
H -2.9974 3.3063 3.2234 0.405
H -2.8956 4.8853 2.3982 0.355
H -1.9987 4.6102 3.9136 0.338
H -0.6079 2.9096 0.3429 0.049
H -2.0588 3.9397 0.3311 0.615
H -4.2472 2.9935 0.9756 0.591
H -5.6919 1.0065 1.0008 0.453
H -4.6924 -1.2522 0.7954 0.547
H -2.2793 -1.4907 0.5955 1.237
```



Entry 6:
The following is a quantum chemistry calculation of one molecule with the formula C6H12O, from the OMol25 dataset.

molecular weight = 100.16 g/mol
highest occupied orbital energy = -9.7 eV
total energy = -8462.6164 eV
orbital gap = 10.685 eV
ΔE to the lowest compared entry with this formula, charge and spin = 40.1 kcal/mol
LUMO level = 1.02 eV
structure (SMILES) = COCC1(C)CC1

```
19
Properties=species:S:1:pos:R:3:mulliken_charge:R:1
C 1.8920 0.5742 1.1213 -0.663
O 1.9503 -0.0654 -0.1390 -0.359
C 0.8557 -0.9019 -0.4438 -0.600
C -0.4765 -0.1591 -0.3857 1.208
C -0.3677 1.2861 -0.8649 -1.545
C -1.7199 -0.9537 -0.6728 -0.783
C -1.4218 -0.5218 0.7326 -0.847
H 2.5511 0.0656 1.8387 0.281
H 0.8750 0.6036 1.5327 0.296
H 2.2285 1.6116 0.9953 0.235
H 1.0473 -1.2606 -1.4629 0.268
H 0.8255 -1.7823 0.2217 0.355
H 0.6139 1.4267 -1.3327 0.376
H -0.4361 2.0015 -0.0322 0.312
H -1.1356 1.5497 -1.5996 0.402
H -1.6319 -2.0080 -0.9272 0.252
H -2.5250 -0.4404 -1.1919 0.267
H -1.0948 -1.2885 1.4329 0.261
H -2.0299 0.2626 1.1774 0.284
```